[1]
23
Properties=species:S:1:pos:R:3 method="wB97M-V/def2-TZVPD" e_lumo_ha=-0.1236 fmax_ev_per_a=5.31 e_homo_ev=-13.70 orbital_gap_ha=0.380 relative_energy_kcal_mol=48.98 charge=+1
C -0.016 -0.593 -1.243
C 0.022 0.642 -0.342
C 0.658 1.799 -1.216
C 0.858 0.450 0.855
C 1.307 1.714 1.480
N -1.379 -1.268 -1.338
H 0.227 -0.402 -2.309
H 0.595 -1.470 -0.917
H -1.055 0.949 -0.207
H 0.788 2.653 -0.552
H -0.147 2.099 -1.930
H 1.647 1.626 -1.578
H 1.726 -0.333 0.790
H 0.488 -0.246 1.614
H 0.850 2.613 1.252
H 2.415 1.843 1.471
H 1.300 1.586 2.563
H -1.421 -2.037 -1.947
H -2.054 -0.456 -1.546
H -1.662 -1.678 -0.346
H -1.595 -2.624 2.383
H -2.027 -3.833 1.545
O -1.525 -3.033 1.518



[2]
24
Properties=species:S:1:pos:R:3 method="wB97M-V/def2-TZVPD" e_lumo_ha=-0.1083 fmax_ev_per_a=2.49 e_homo_ev=-13.21 orbital_gap_ha=0.377 relative_energy_kcal_mol=34.91 charge=+1
C -0.910 -0.789 -1.227
C 0.348 -0.173 -0.677
C 1.469 0.225 -1.611
C 1.096 1.418 -2.500
C 1.618 1.543 -3.696
N 0.958 -1.222 0.396
H -0.848 -1.575 -1.961
H -1.557 -1.198 -0.474
H -1.595 0.042 -1.617
H -0.118 0.632 -0.098
H 1.818 -0.641 -2.155
H 2.378 0.554 -1.058
H 0.254 1.966 -2.121
H 1.325 2.380 -4.336
H 2.309 0.924 -4.216
H 0.588 -0.931 1.325
H 1.948 -1.079 0.596
H 0.664 -2.181 0.237
H -1.099 0.037 1.970
H -1.383 -0.258 3.358
O -0.611 -0.334 2.729
H -3.435 -0.665 4.120
H -2.769 -0.075 5.315
O -2.799 0.025 4.352



[3]
27
Properties=species:S:1:pos:R:3 method="wB97M-V/def2-TZVPD" e_lumo_ha=-0.1137 fmax_ev_per_a=5.60 e_homo_ev=-13.65 orbital_gap_ha=0.388 relative_energy_kcal_mol=0.00 charge=+1
O 1.916 1.201 -0.071
C 1.317 1.852 0.810
O 1.797 2.100 2.037
C -0.167 2.283 0.913
C -1.041 1.471 -0.078
C -1.291 0.101 0.433
C -2.519 -0.122 1.022
N -0.505 -1.063 0.288
H 2.696 1.779 2.360
H -0.043 3.292 0.672
H -0.529 2.290 1.969
H -0.547 1.494 -0.980
H -2.012 1.979 -0.177
H -2.645 -0.922 1.728
H -3.199 0.736 0.983
H -1.103 -1.870 0.493
H 0.332 -0.984 0.950
H 0.054 -1.167 -0.654
H -1.279 -0.540 -3.836
H -2.510 -1.286 -3.021
O -1.574 -1.018 -3.125
H -0.131 -3.286 -1.931
H -0.850 -3.850 -0.580
O -0.182 -3.253 -0.960
H 2.069 -2.373 -0.519
H 2.674 -1.050 -0.617
O 2.139 -1.569 -0.064



[4]
24
Properties=species:S:1:pos:R:3 method="wB97M-V/def2-TZVPD" e_lumo_ha="-0.1184 / -0.1877" fmax_ev_per_a=2.36 s_squared=6.01 e_homo_ev="-10.21 / -14.60" orbital_gap_ha="0.257 / 0.349" relative_energy_kcal_mol=1.60 multiplicity=5 charge=+1
C -0.187 -0.051 -2.975
Os -0.339 -1.016 -1.312
N -0.860 -2.097 0.445
H 0.411 -2.358 -1.915
H -0.111 -2.200 1.138
H -1.536 -1.363 -2.236
H -0.044 -0.647 -3.882
H 0.733 0.365 -2.538
H -0.943 0.731 -3.134
H -1.653 -1.709 0.976
H -1.128 -3.052 0.213
C -0.098 1.812 1.746
C 0.943 0.740 2.094
C 1.496 0.238 0.728
O 0.490 0.646 -0.283
C -0.628 1.420 0.343
H -0.920 1.900 2.438
H 0.403 2.787 1.695
H 0.483 -0.099 2.656
H 1.789 1.109 2.688
H 2.469 0.695 0.458
H 1.555 -0.857 0.614
H -1.460 0.717 0.337
H -0.866 2.287 -0.296



[5]
23
Properties=species:S:1:pos:R:3 method="wB97M-V/def2-TZVPD" e_lumo_ha=-0.1602 fmax_ev_per_a=4.92 e_homo_ev=-14.78 orbital_gap_ha=0.383 relative_energy_kcal_mol=14.50 charge=+1
C 2.671 1.161 -0.075
C 0.578 -2.347 1.183
C 0.277 -0.883 -1.698
C 1.328 0.942 0.672
C -3.014 1.060 -0.412
N -2.033 0.466 0.608
Si 0.372 -0.732 0.218
H 3.424 0.449 0.366
H 2.539 0.983 -1.140
H 2.917 2.145 0.115
H 0.607 -3.101 0.476
H -2.639 0.731 -1.358
H -0.180 -2.570 1.799
H -0.313 -1.726 -2.027
H -0.324 -0.021 -1.975
H 1.142 -0.906 -2.349
H 0.691 1.792 0.458
H 1.601 1.033 1.753
H -2.764 2.086 -0.531
H -4.026 0.953 -0.192
H 1.505 -2.210 1.808
H -1.857 1.063 1.321
H -2.504 -0.369 0.980



[6]
23
Properties=species:S:1:pos:R:3 method="wB97M-V/def2-TZVPD" e_lumo_ha="0.1322 / 0.1274" fmax_ev_per_a=2.38 s_squared=0.75 e_homo_ev="0.95 / -6.87" orbital_gap_ha="0.097 / 0.380" relative_energy_kcal_mol=15.43 multiplicity=2 charge=-1
C -1.693 1.125 2.040
C -1.638 -0.032 1.045
C -0.304 -0.268 0.249
C 0.531 0.873 -0.262
C -0.204 1.890 -1.123
H -2.613 0.983 2.658
H -1.662 2.108 1.597
H -0.735 1.116 2.633
H -2.381 -0.018 0.260
H -1.734 -1.069 1.617
H 0.220 -0.923 0.898
H -0.532 -0.885 -0.576
H 0.970 1.398 0.625
H 1.367 0.562 -0.903
H 0.518 2.718 -1.189
H -0.477 1.603 -2.168
H -1.152 2.256 -0.678
H 1.794 -2.556 1.814
H 3.033 -2.122 1.042
O 2.384 -1.806 1.730
H -0.423 -1.180 -3.615
H 0.601 -1.109 -2.443
O 0.498 -1.245 -3.388



[7]
24
Properties=species:S:1:pos:R:3 method="wB97M-V/def2-TZVPD" smiles="C=C(C)CC.O.O.O" e_lumo_ha=0.0212 fmax_ev_per_a=2.22 e_homo_ev=-9.12 orbital_gap_ha=0.356 relative_energy_kcal_mol=22.44
C 0.863 0.470 0.096
C 1.126 1.386 1.305
C 0.469 0.778 2.519
C -0.731 1.233 2.885
C 1.167 -0.405 3.126
H 0.752 -0.613 0.168
H 0.038 0.805 -0.533
H 1.681 0.561 -0.639
H 2.207 1.465 1.411
H 0.694 2.354 1.055
H -1.244 0.783 3.729
H -1.249 2.028 2.372
H 0.481 -1.248 2.983
H 2.055 -0.710 2.578
H 1.403 -0.233 4.174
H -1.082 3.688 0.496
H -1.130 5.184 0.036
O -0.596 4.363 0.029
H -1.099 -1.997 -5.596
H -1.920 -3.241 -5.249
O -1.966 -2.283 -5.401
H -1.197 -5.162 -3.401
H 0.019 -4.788 -4.297
O -0.742 -4.418 -3.843



[8]
24
Properties=species:S:1:pos:R:3 method="wB97M-V/def2-TZVPD" smiles=CC[SiH2][Si@H](CC)OC e_lumo_ha=0.0313 fmax_ev_per_a=3.97 e_homo_ev=-9.35 orbital_gap_ha=0.375 relative_energy_kcal_mol=13.32
C 3.763 -0.531 0.212
C -1.119 2.258 0.372
C -3.321 -1.497 0.401
C 2.530 0.184 -0.167
C -1.412 1.373 -0.848
O -2.028 -1.146 0.361
Si 1.189 -1.039 0.183
Si -0.925 -0.503 -0.649
H 3.621 -0.829 1.230
H 3.951 -1.443 -0.366
H 4.729 0.034 0.222
H -1.343 1.833 1.323
H -0.070 2.711 0.399
H -1.773 3.174 0.133
H -3.420 -2.450 0.885
H -3.781 -1.545 -0.683
H -3.854 -0.737 0.850
H 2.508 0.679 -1.194
H 2.391 1.021 0.601
H -0.819 1.898 -1.683
H -2.455 1.391 -0.984
H 0.931 -1.389 1.545
H 2.011 -2.328 -0.275
H -1.303 -1.119 -1.866



[9]
26
Properties=species:S:1:pos:R:3 method="wB97M-V/def2-TZVPD" e_lumo_ha=0.0954 fmax_ev_per_a=0.95 e_homo_ev=-4.06 orbital_gap_ha=0.245 relative_energy_kcal_mol=0.00 charge=-1
C 2.452 0.175 -1.136
C 1.332 -0.692 -0.550
P 0.225 -1.518 -1.801
C 0.475 -3.317 -1.408
Nb -2.191 -0.731 -1.570
H 2.164 1.223 -1.139
H 2.639 -0.084 -2.176
H 3.386 0.067 -0.588
H 1.750 -1.477 0.075
H 0.703 -0.087 0.092
H 0.701 -3.869 -2.315
H -0.395 -3.748 -0.928
H 1.331 -3.430 -0.747
H -1.951 -0.795 0.264
H -1.566 1.010 -1.617
H -2.778 -0.368 -3.308
H -2.689 -2.524 -1.743
H -3.789 -0.264 -0.826
Br -0.387 2.634 0.450
C -0.676 3.064 2.316
C 0.249 2.298 3.227
Br -0.261 0.435 3.398
H -1.721 2.852 2.519
H -0.487 4.130 2.424
H 0.218 2.711 4.233
H 1.269 2.306 2.856



[10]
25
Properties=species:S:1:pos:R:3 method="wB97M-V/def2-TZVPD" e_lumo_ha=-0.1322 fmax_ev_per_a=3.59 e_homo_ev=-12.68 orbital_gap_ha=0.334 relative_energy_kcal_mol=52.63 charge=+1
C 1.909 1.293 0.946
C 1.228 1.528 -0.389
C 0.595 0.285 -1.029
C -0.660 -0.270 -0.440
N -1.695 0.715 -0.074
C -2.983 0.416 -0.743
N 0.919 0.745 2.023
H 2.384 2.222 1.147
H 2.784 0.606 0.930
H 0.361 2.219 -0.328
H 1.911 2.006 -1.129
H 1.420 -0.474 -0.998
H 0.507 0.455 -2.144
H -0.318 -0.970 0.351
H -1.123 -1.084 -1.055
H -1.796 0.679 0.939
H -3.732 1.153 -0.493
H -3.409 -0.499 -0.386
H -2.948 0.433 -1.817
H 1.168 1.222 2.962
H 1.049 -0.232 2.298
H 0.004 0.957 1.644
H 0.669 -4.386 -1.491
H 1.271 -4.733 -0.197
O 0.483 -4.286 -0.526



[11]
25
Properties=species:S:1:pos:R:3 method="wB97M-V/def2-TZVPD" e_lumo_ha=-0.3222 fmax_ev_per_a=4.68 e_homo_ev=-14.44 orbital_gap_ha=0.208 relative_energy_kcal_mol=234.18 charge=+1
C 1.216 -0.007 1.001
N 0.558 1.418 0.982
C 1.442 2.379 0.423
C 0.169 -0.944 0.424
N -0.383 -0.268 -0.699
C -3.733 -0.029 -0.044
C 0.669 -2.402 0.062
H 1.291 -0.313 2.056
H 2.141 -0.251 0.412
H -0.252 0.961 0.398
H 2.169 2.697 1.181
H 2.007 2.108 -0.484
H 0.910 3.386 0.265
H -0.610 -1.202 1.188
H -1.264 -0.660 -0.985
H -3.023 0.463 -0.951
H -3.038 0.341 0.788
H -4.723 0.714 0.338
H -3.240 -1.192 0.110
H 1.312 -2.915 0.792
H -0.150 -3.159 -0.017
H 1.167 -2.269 -0.928
H 2.364 0.557 -2.785
H 1.052 0.189 -1.606
O 1.948 0.399 -1.924



[12]
29
Properties=species:S:1:pos:R:3 method="wB97M-V/def2-TZVPD" e_lumo_ha=-0.0196 fmax_ev_per_a=1.04 e_homo_ev=-7.05 orbital_gap_ha=0.239
C 4.000 -0.993 1.108
N 3.534 0.372 0.925
C 2.131 0.627 0.650
P 0.925 -0.729 0.842
Si -1.238 -0.070 0.376
C -1.075 0.833 -1.196
C -1.861 1.021 1.739
C -2.180 -1.658 0.242
H 3.596 -1.499 1.995
H 5.083 -0.976 1.219
H 3.792 -1.587 0.217
H 3.836 0.954 1.689
H 1.978 0.961 -0.384
H 1.752 1.432 1.288
H 1.080 -1.354 2.081
H 1.259 -1.722 -0.078
H -0.636 0.232 -1.997
H -0.490 1.751 -1.082
H -2.081 1.143 -1.519
H -1.920 0.550 2.721
H -2.875 1.308 1.442
H -1.281 1.944 1.812
H -2.148 -2.222 1.180
H -3.220 -1.422 0.011
H -1.769 -2.299 -0.540
N -2.553 0.850 -3.699
O -3.170 -0.207 -3.449
O -2.927 1.925 -3.169
O -1.541 0.832 -4.423



[13]
26
Properties=species:S:1:pos:R:3 method="wB97M-V/def2-TZVPD" e_lumo_ha="-0.1578 / -0.1606" fmax_ev_per_a=4.90 e_homo_ev="-10.32 / -10.18" orbital_gap_ha="0.221 / 0.213" charge=+1
C -2.435 -1.603 -4.340
Pb -0.457 -1.078 -0.273
N 0.786 0.003 -2.455
H -1.525 -2.598 -0.349
H -2.943 -0.679 -3.980
H -3.165 -2.418 -4.244
H -1.552 -1.903 -3.763
H -2.079 -1.474 -5.357
H 1.772 -0.035 -2.207
H 0.604 1.017 -2.555
H 0.696 -0.353 -3.444
C 0.478 1.041 3.632
N 0.223 0.745 2.197
C -1.209 0.543 1.786
C 1.231 0.622 1.390
C 2.679 0.716 1.637
O 1.089 0.350 0.101
H -0.454 1.146 4.179
H 1.032 1.963 3.704
H 1.055 0.238 4.069
H -1.517 1.169 0.932
H -1.525 -0.523 1.780
H -1.877 0.887 2.607
H 3.122 -0.295 1.507
H 3.047 1.377 0.834
H 2.924 1.142 2.613



[14]
25
Properties=species:S:1:pos:R:3 method="wB97M-V/def2-TZVPD" smiles="C=N.CCC.CNN" e_lumo_ha=0.0403 fmax_ev_per_a=1.11 e_homo_ev=-8.69 orbital_gap_ha=0.360 relative_energy_kcal_mol=38.40
C 0.974 1.105 0.470
C 0.940 -2.027 -0.941
C 1.640 0.422 1.657
C 1.973 1.437 -0.631
N 0.255 -2.595 -0.063
H 0.500 2.029 0.812
H -1.718 -1.353 -0.249
H 0.778 -3.106 0.644
H 0.415 -1.466 -1.702
H 2.032 -2.048 -1.020
H 1.471 1.901 -1.476
H 2.737 2.120 -0.267
H 0.898 0.164 2.411
H 2.138 -0.491 1.342
H 2.383 1.074 2.114
H 2.464 0.531 -0.987
C -2.687 0.209 0.665
N -1.767 -0.339 -0.311
N -2.040 0.007 -1.657
H 0.193 0.453 0.076
H -3.034 -0.099 -1.888
H -1.800 0.989 -1.781
H -3.742 -0.053 0.475
H -2.597 1.298 0.660
H -2.405 -0.159 1.648



[15]
25
Properties=species:S:1:pos:R:3 method="wB97M-V/def2-TZVPD" smiles="C=C(C)C.CN.NN" e_lumo_ha=0.0322 fmax_ev_per_a=3.35 e_homo_ev=-7.23 orbital_gap_ha=0.298 relative_energy_kcal_mol=67.96
C -0.970 -0.476 -0.530
C -0.199 -0.638 -1.693
C -1.861 -1.618 -0.085
C -1.633 0.872 -0.341
C 0.111 0.133 2.385
N 0.393 -0.504 1.099
H 0.654 -1.475 1.245
H -2.824 -1.573 -0.594
H -2.556 0.924 -0.918
H -0.266 0.127 -2.458
H 0.009 -1.653 -2.020
H 1.601 -0.071 -1.236
H -1.408 -2.581 -0.319
H -2.029 -1.567 0.992
H -0.974 1.677 -0.655
H -1.900 1.019 0.703
H 0.961 0.080 3.074
H -0.761 -0.331 2.846
H -0.111 1.185 2.211
N 2.408 0.392 -0.666
N 2.511 1.781 -1.093
H 2.737 2.337 -0.270
H 3.290 -0.051 -0.920
H 1.238 -0.061 0.625
H 1.577 2.072 -1.381



[16]
25
Properties=species:S:1:pos:R:3 method="wB97M-V/def2-TZVPD" e_lumo_ha=0.0366 fmax_ev_per_a=1.37 e_homo_ev=-7.65 orbital_gap_ha=0.318 relative_energy_kcal_mol=98.63
C 0.018 -0.747 0.625
C 0.473 0.430 1.515
C 1.867 0.964 1.198
N 0.886 -1.908 0.845
N -1.382 -0.999 0.917
H -0.029 0.122 -0.541
H 1.594 -2.014 0.133
H -1.656 -1.898 0.538
H 1.344 -1.885 1.753
H -1.554 -1.016 1.920
H -0.260 1.235 1.441
H 0.446 0.087 2.561
H 2.628 0.192 1.320
H 2.126 1.791 1.861
H 1.926 1.328 0.171
C -0.524 0.983 -1.507
C -0.660 0.055 -2.553
N -1.717 1.551 -0.930
H -1.490 2.280 -0.267
H -2.222 0.831 -0.420
H 0.274 1.714 -1.615
H -0.174 -1.512 -0.984
H -1.649 -0.236 -2.885
H 0.132 -0.033 -3.284
H -0.395 -1.316 -1.812



[17]
27
Properties=species:S:1:pos:R:3 method="wB97M-V/def2-TZVPD" smiles="[H]/N=C/NCC[C@H](C)N.O.O" e_lumo_ha=0.0301 fmax_ev_per_a=3.69 e_homo_ev=-9.10 orbital_gap_ha=0.364 relative_energy_kcal_mol=49.57
C -0.435 2.615 -1.211
C -0.086 1.346 -0.242
C 1.419 1.357 -0.033
C 2.046 0.114 -0.723
N -0.550 -2.391 -0.650
C 0.528 -2.000 -1.241
N 1.189 -1.084 -0.447
N -0.820 1.265 1.079
H 0.356 2.776 -1.932
H -0.572 3.467 -0.434
H -1.450 2.533 -1.659
H -0.490 0.482 -0.751
H 1.865 2.310 -0.273
H 1.913 1.375 0.983
H 3.028 -0.069 -0.412
H 2.013 0.270 -1.841
H -1.110 -3.286 -0.842
H 1.182 -2.577 -1.964
H 0.848 -0.879 0.518
H -1.831 1.360 0.918
H -0.477 2.031 1.716
H -0.807 -1.596 2.051
H -0.119 -2.809 1.627
O -0.273 -2.309 2.426
H -1.881 -0.916 0.868
H -2.849 -2.192 1.113
O -2.639 -1.195 1.357



[18]
28
Properties=species:S:1:pos:R:3 method="wB97M-V/def2-TZVPD" e_lumo_ha=-0.1808 fmax_ev_per_a=4.86 e_homo_ev=-11.39 orbital_gap_ha=0.238 relative_energy_kcal_mol=101.86 charge=+1
C 4.403 1.214 1.031
C -2.678 1.081 0.260
C 0.809 2.009 -1.041
C -0.155 -2.204 -1.482
C -1.286 -2.557 0.653
N 3.515 0.448 0.353
N -1.659 0.356 1.002
N 0.076 0.771 -1.129
N -0.680 -1.560 -0.264
P 2.555 -0.448 -0.363
P -0.186 -0.093 0.330
H 3.804 1.995 1.502
H 4.860 0.609 1.965
H 5.240 1.555 0.330
H -2.310 1.905 -0.339
H -3.307 0.364 -0.260
H -3.240 1.549 1.064
H 1.247 2.099 -2.039
H 0.079 2.861 -0.986
H 1.406 1.965 -0.095
H -1.009 -2.615 -2.099
H 0.375 -1.361 -1.949
H 0.436 -3.135 -1.270
H -1.784 -3.256 -0.083
H -0.438 -3.107 1.076
H -2.000 -2.071 1.215
H -1.349 0.793 1.798
H -0.685 0.860 -1.709



[19]
25
Properties=species:S:1:pos:R:3 method="wB97M-V/def2-TZVPD" e_lumo_ha="0.1273 / 0.1250" fmax_ev_per_a=2.85 s_squared=0.75 e_homo_ev="0.88 / -5.83" orbital_gap_ha="0.095 / 0.339" relative_energy_kcal_mol=50.20 multiplicity=2 charge=-1
C 0.790 0.188 -2.742
C 0.866 0.124 -1.221
N -0.474 0.139 -0.542
C -0.688 2.323 0.730
C -0.405 0.732 0.798
C -1.294 -0.019 1.826
H 0.546 -0.759 -3.222
H 0.100 0.913 -3.162
H 1.797 0.388 -3.125
H 1.498 0.890 -0.785
H 1.187 -0.904 -1.040
H -1.035 0.837 -1.039
H -1.599 2.509 1.298
H -1.060 2.776 -0.214
H 0.098 2.979 1.129
H 0.505 0.928 1.412
H -0.612 -0.223 2.674
H -1.400 -1.083 1.594
H -2.248 0.520 1.958
H -1.345 -1.963 -2.140
H -1.330 -2.500 -0.636
O -1.108 -2.696 -1.555
H 2.791 -0.837 1.947
H 2.387 0.372 2.720
O 2.074 -0.541 2.555